{"formula": "C46H57FeN4O2S2SbSi4Te", "method": "wB97M-V/def2-TZVPD", "lumo_ha": [-0.105, -0.168], "de_lowest_ev": 0.000, "s2": 0.76, "energy_ev": -160081.31454, "molar_mass_g_mol": 1179.7, "spin_multiplicity": 2, "charge": 1, "homo_energy_ev": [-9.825, -9.825], "elements": ["Te", "Sb", "Fe", "S", "S", "Si", "Si", "Si", "Si", "O", "O", "N", "N", "N", "N", "C", "C", "C", "C", "C", "C", "C", "C", "C", "C", "C", "C", "C", "C", "C", "C", "C", "C", "C", "C", "C", "C", "C", "C", "C", "C", "C", "C", "C", "C", "C", "C", "C", "C", "C", "C", "C", "C", "C", "C", "C", "C", "C", "C", "C", "C", "H", "H", "H", "H", "H", "H", "H", "H", "H", "H", "H", "H", "H", "H", "H", "H", "H", "H", "H", "H", "H", "H", "H", "H", "H", "H", "H", "H", "H", "H", "H", "H", "H", "H", "H", "H", "H", "H", "H", "H", "H", "H", "H", "H", "H", "H", "H", "H", "H", "H", "H", "H", "H", "H", "H", "H", "H"], "positions_angstrom": [[0.30044, -0.75333, -2.78944], [0.12175, 0.66284, 2.32356], [0.25500, -0.20590, -0.18041], [3.21830, -2.22751, -1.75419], [2.65211, 0.30403, -0.18010], [-0.73326, -2.66828, -4.07922], [0.70799, -2.91099, -5.92174], [-2.80337, -1.79590, -4.82836], [-0.99023, -4.65616, -2.85329], [-6.51884, 0.10259, 0.17099], [-6.13340, -1.83134, 1.30625], [4.53934, -0.07261, -2.01307], [-0.37123, 1.64362, -0.81805], [-1.63217, -0.44117, -0.05975], [0.21545, -2.05356, 0.65878], [-4.31676, -0.76499, 3.79421], [-3.46767, -1.75911, 0.63235], [1.18240, 3.47717, 1.96046], [-1.56186, 4.02848, -1.57784], [0.48008, 5.49324, 3.06208], [3.50885, -1.03206, 4.52216], [-4.33173, -0.72840, 0.29675], [-2.44879, 0.56570, -0.38482], [0.53107, -4.92697, -1.79321], [-0.59657, 3.40443, 3.57955], [-0.20396, -3.88451, -7.23853], [1.23834, -2.77666, 1.12546], [-1.76777, 0.13755, 3.11380], [-0.18242, 3.89767, -1.57624], [0.36838, 2.69009, -1.19282], [-0.21736, -4.48915, 1.90873], [-1.04096, -2.51903, 0.83781], [1.06858, -3.99227, 1.75844], [-1.15100, -6.03581, -4.11244], [1.24613, -1.24406, -6.60117], [1.79453, -0.62156, 6.15664], [-5.85168, -0.84350, 0.61079], [-3.72520, -3.22472, -5.61178], [-1.93251, -1.09610, 3.74268], [-3.20233, -1.54140, 4.08392], [3.50860, -0.55890, -1.34492], [-1.28445, -3.74194, 1.44540], [1.31241, 4.84444, 2.16083], [2.23359, -3.86337, -5.37245], [2.66979, -0.55518, 3.52314], [4.80391, -2.33333, -2.64842], [-3.74462, -1.11292, -3.36954], [-1.71697, 1.76680, -0.82713], [-3.81677, 0.44448, -0.23710], [3.06945, -1.06889, 5.83750], [-0.47188, 4.77366, 3.77122], [-2.46750, -0.44508, -6.07958], [-4.15661, 0.47399, 3.19015], [0.22601, 2.75095, 2.66679], [0.95620, -0.14024, 5.16115], [-2.88789, 0.92325, 2.84763], [-2.54153, -4.57211, -1.80917], [-2.33870, 2.94821, -1.19999], [5.10076, -0.90505, -3.07587], [-2.10956, -1.58459, 0.43648], [1.38866, -0.11005, 3.83746], [-1.33600, 2.85096, 4.14609], [-0.66106, -4.78854, -6.83094], [1.92978, -4.53374, 2.12301], [-5.30970, -1.13304, 4.01251], [-3.32344, -2.50429, 4.56450], [2.23357, -1.32728, -7.06269], [4.60914, -0.66212, -4.02127], [-4.67452, -0.63336, -3.68678], [-3.15518, -3.70284, -6.41029], [-2.78029, 1.88448, 2.35547], [-0.23788, -6.16414, -4.69780], [0.46151, 4.71653, -1.86314], [-4.00675, -1.88610, -2.64398], [-1.11580, 5.27812, 4.47984], [5.55614, -2.71502, -1.96028], [-3.97943, -3.98448, -4.86952], [2.06484, 5.40264, 1.61804], [2.82441, -4.17293, -6.23822], [-1.87332, 0.36133, -5.64345], [4.50717, -1.36930, 4.27316], [2.22044, -2.34550, 0.98963], [-3.41136, -0.01719, -6.42755], [4.76630, 0.90702, -1.92116], [4.71011, -3.01020, -3.49272], [0.55404, -0.89390, -7.36907], [-2.02759, 4.95978, -1.87075], [-0.38695, -5.44039, 2.39558], [-0.03749, 0.20721, 5.42039], [-3.14682, -0.36066, -2.85210], [0.57785, 6.55961, 3.21763], [1.98116, -4.75733, -4.79850], [-2.30235, -4.08275, 1.57417], [1.29654, -0.47651, -5.82649], [1.42857, -5.02339, -2.40944], [0.67965, -4.08571, -1.11163], [-2.61397, -3.63535, -1.25729], [-4.66269, -2.86139, -6.04149], [-3.43245, -4.65153, -2.43610], [-1.93234, -0.82452, -6.95232], [-2.57031, -5.39598, -1.09064], [-4.52190, 1.22875, -0.48306], [-1.35958, -6.98343, -3.60882], [-3.90103, -2.64314, 1.08307], [0.48447, -4.18944, -8.03074], [6.16971, -0.72645, -3.17001], [-3.41739, 3.01472, -1.19083], [-0.99257, -3.28468, -7.69760], [3.02636, -0.52139, 2.50037], [1.43923, 2.53700, -1.17942], [-1.97344, -5.84376, -4.80544], [-5.02605, 1.07394, 2.95300], [1.84287, 2.97625, 1.25961], [0.43274, -5.83679, -1.19529], [3.72243, -1.44080, 6.61620], [1.45189, -0.64329, 7.18299], [2.86344, -3.22780, -4.74458], [-1.06963, -1.71615, 3.96686]], "atomic_forces_ev_per_a": [[-0.1, 0.0, -0.1], [0.0, 0.0, -0.1], [0.3, 0.2, 0.4], [0.0, 0.0, 0.0], [-0.3, 0.0, -0.2], [-0.1, 0.0, 0.1], [0.0, 0.0, 0.0], [0.0, 0.0, 0.0], [0.0, 0.0, -0.1], [-0.1, 0.0, 0.0], [-0.1, -0.1, -0.1], [0.1, 0.1, 0.0], [0.1, 0.0, 0.0], [0.0, 0.0, -0.1], [0.0, 0.0, -0.1], [0.0, 0.0, 0.0], [0.0, 0.0, 0.0], [0.0, 0.0, 0.0], [0.0, 0.0, 0.0], [0.0, 0.0, 0.0], [0.0, 0.0, 0.0], [-0.1, -0.1, -0.1], [-0.1, 0.0, 0.0], [0.0, 0.0, 0.1], [0.0, 0.0, 0.0], [0.0, 0.0, 0.0], [0.0, 0.0, 0.0], [0.0, 0.0, 0.0], [0.0, 0.0, 0.0], [0.0, 0.0, 0.0], [0.0, 0.0, 0.0], [0.0, 0.0, 0.0], [0.0, 0.0, 0.0], [0.0, 0.0, 0.0], [0.0, 0.0, 0.0], [0.0, 0.0, 0.0], [0.1, 0.1, 0.2], [0.0, 0.0, 0.0], [0.0, 0.0, 0.0], [0.0, 0.0, 0.0], [0.0, -0.1, 0.2], [0.0, 0.0, 0.0], [0.0, 0.0, 0.0], [0.0, 0.0, 0.0], [0.0, 0.0, 0.0], [0.0, 0.0, 0.0], [0.0, 0.0, 0.0], [0.0, 0.0, 0.0], [0.0, 0.0, 0.0], [0.0, 0.0, 0.0], [0.0, 0.0, 0.0], [0.0, 0.0, 0.0], [0.0, 0.0, 0.1], [0.0, 0.0, 0.0], [0.0, 0.0, 0.0], [0.0, 0.0, 0.1], [0.0, 0.0, 0.0], [0.0, 0.0, 0.0], [0.0, 0.0, 0.0], [0.0, -0.1, 0.0], [0.0, 0.0, 0.0], [0.0, 0.0, 0.0], [0.0, 0.0, 0.0], [0.0, 0.0, 0.0], [0.0, 0.0, 0.0], [0.0, 0.0, 0.0], [0.0, 0.0, 0.0], [0.0, 0.0, 0.0], [0.0, 0.0, 0.0], [0.0, 0.0, 0.0], [0.0, 0.0, 0.0], [0.0, 0.0, 0.0], [0.0, 0.0, 0.0], [0.0, 0.0, 0.0], [0.0, 0.0, 0.0], [0.0, 0.0, 0.0], [0.0, 0.0, 0.0], [0.0, 0.0, 0.0], [0.0, 0.0, 0.0], [0.0, 0.0, 0.0], [0.0, 0.0, 0.0], [0.0, 0.0, 0.0], [0.0, 0.0, 0.0], [0.0, 0.0, 0.0], [0.0, 0.0, 0.0], [0.0, 0.0, 0.0], [0.0, 0.0, 0.0], [0.0, 0.0, 0.0], [0.0, 0.0, 0.0], [0.0, 0.0, 0.0], [0.0, 0.0, 0.0], [0.0, 0.0, 0.0], [0.0, 0.0, 0.0], [0.0, 0.0, 0.0], [0.0, 0.0, 0.0], [0.0, 0.0, 0.0], [0.0, 0.0, 0.0], [0.0, 0.0, 0.0], [0.0, 0.0, 0.0], [0.0, 0.0, 0.0], [0.0, 0.0, 0.0], [0.0, 0.0, 0.0], [0.0, 0.0, 0.0], [0.0, 0.0, 0.0], [0.0, 0.0, 0.0], [0.0, 0.0, 0.0], [0.0, 0.0, 0.0], [0.0, 0.0, 0.0], [0.0, 0.0, 0.0], [0.0, 0.0, 0.0], [0.0, 0.0, 0.0], [0.0, 0.0, 0.0], [0.0, 0.0, 0.0], [0.0, 0.0, 0.0], [0.0, 0.0, 0.0], [0.0, 0.0, 0.0], [0.0, 0.0, 0.0], [0.0, 0.0, 0.0]]}

=====

{"formula": "C3H6N2O2", "method": "wB97M-V/def2-TZVPD", "lumo_ha": 0.028, "de_lowest_ev": 2.488, "energy_ev": -10282.30916, "molar_mass_g_mol": 102.1, "charge": 0, "homo_energy_ev": -10.423, "elements": ["O", "O", "N", "N", "C", "C", "C", "H", "H", "H", "H", "H", "H"], "positions_angstrom": [[2.79001, -0.62307, -0.32169], [-0.64145, 2.06661, -0.36373], [1.66446, 1.46134, 0.11747], [0.53520, 0.07434, -0.75128], [1.83271, 0.10546, -0.27077], [0.29176, 1.38158, -0.33484], [-0.31567, -0.98933, -1.24170], [0.78313, -0.40752, 2.20150], [-0.97619, -1.44235, -0.43101], [0.21880, -0.66908, 2.67235], [2.35838, 2.15519, 0.00061], [-1.07632, -0.63691, -2.14443], [0.31750, -1.84051, -1.59267]], "atomic_forces_ev_per_a": [[-1.2, 0.4, 0.4], [-1.9, 1.8, 0.0], [-0.7, -0.7, 1.1], [-1.4, -1.7, -0.6], [1.7, 0.4, -1.1], [2.7, -1.4, -0.3], [-2.2, -0.7, -1.0], [-0.9, -0.4, 0.8], [0.7, 0.8, -0.9], [0.9, 0.4, -0.8], [0.4, 0.8, -0.1], [2.3, -0.7, 2.4], [-0.4, 0.9, 0.1]]}

=====

{"formula": "C2H4NO2", "method": "wB97M-V/def2-TZVPD", "lumo_ha": 0.172, "de_lowest_ev": 0.262, "energy_ev": -7725.35073, "smiles": "NCC(=O)[O-]", "molar_mass_g_mol": 74.1, "charge": -1, "homo_energy_ev": -3.655, "elements": ["O", "O", "N", "C", "C", "H", "H", "H", "H"], "positions_angstrom": [[-0.66352, 1.64572, -0.76625], [1.12335, 0.64745, -1.73888], [-0.80491, -0.80332, 0.70224], [0.29424, 0.82910, -0.81861], [0.43533, -0.06619, 0.42925], [0.66502, 0.55532, 1.29845], [1.26887, -0.74898, 0.28492], [-1.56680, -0.31303, 0.25566], [-0.75158, -1.74607, 0.35322]], "atomic_forces_ev_per_a": [[0.1, -0.3, -0.1], [-0.1, 0.1, 0.1], [0.0, -0.2, 0.6], [0.0, 0.3, -0.1], [-0.1, 0.0, 0.0], [0.0, 0.2, 0.0], [0.0, -0.2, 0.0], [-0.1, 0.1, -0.1], [-0.1, 0.0, -0.3]]}

=====

{"formula": "C12H19AlO4P", "method": "wB97M-V/def2-TZVPD", "lumo_ha": -0.478, "de_lowest_ev": 0.081, "energy_ev": -36796.18633, "molar_mass_g_mol": 285.2, "charge": 3, "homo_energy_ev": -21.070, "elements": ["P", "Al", "O", "O", "O", "O", "C", "C", "C", "C", "C", "C", "C", "C", "C", "C", "C", "C", "H", "H", "H", "H", "H", "H", "H", "H", "H", "H", "H", "H", "H", "H", "H", "H", "H", "H", "H"], "positions_angstrom": [[0.16761, 0.54755, 0.08531], [-0.12674, -1.70064, -0.19846], [-0.12719, -2.22904, 3.11973], [3.20214, -1.79151, -0.21766], [-3.46260, -1.66446, -0.02000], [-0.30446, -1.44705, -3.51713], [2.05170, -1.75241, -0.23298], [1.09317, 1.66862, -0.99569], [-1.50259, 1.30376, 0.24925], [1.29703, 2.18195, 2.13630], [-1.53156, 2.81167, 0.42257], [0.95267, 0.74955, 1.72458], [0.59788, 1.83704, -2.43723], [0.37655, -3.97748, -0.43298], [-0.24907, -1.52755, -2.37078], [-2.31721, -1.63466, -0.08560], [-0.99663, -3.91527, -0.38781], [-0.13992, -2.07480, 1.97980], [0.28885, 0.29106, 2.46465], [1.09450, 2.64793, -0.49363], [1.88779, 2.71026, 1.37828], [0.40177, 2.77009, 2.36755], [0.97218, -4.27745, 0.45071], [-1.98423, 0.80217, 1.09493], [-0.43894, 2.20099, -2.48446], [-0.97588, 3.34506, -0.35303], [-2.57290, 3.13878, 0.35716], [-1.16431, 3.12534, 1.40060], [1.90150, 2.14177, 3.05223], [1.86185, 0.13665, 1.70010], [-1.60836, -3.97286, -1.30613], [-1.55116, -4.16042, 0.53572], [0.92351, -4.09928, -1.38792], [1.23417, 2.58784, -2.93187], [2.13470, 1.31118, -1.00006], [-2.05442, 1.00784, -0.65018], [0.66857, 0.90781, -3.01588]], "atomic_forces_ev_per_a": [[-0.8, 2.8, 1.1], [0.0, -0.3, -0.2], [-0.1, 0.5, -4.8], [-4.8, 0.3, -0.1], [4.5, 0.1, -0.3], [0.2, -0.3, 4.9], [5.5, -0.6, 0.0], [0.7, -0.3, -0.8], [0.1, -0.7, -0.3], [0.2, 0.4, 0.3], [-0.2, 0.5, 0.1], [0.2, -0.5, 0.0], [-0.2, 0.1, -0.1], [-0.8, -1.3, -0.1], [-0.3, 0.1, -5.3], [-5.0, 0.1, 0.2], [0.9, -1.6, -0.2], [0.2, -0.7, 5.1], [0.0, 0.2, 0.0], [-0.1, -0.5, 0.1], [-0.1, -0.2, 0.3], [0.4, -0.2, -0.1], [-0.4, 0.5, -0.2], [-0.1, 0.1, 0.1], [0.3, -0.1, 0.0], [-0.1, -0.1, 0.1], [0.1, 0.0, 0.0], [-0.1, -0.1, -0.2], [-0.1, 0.0, -0.3], [0.1, 0.1, 0.2], [0.4, 0.4, 0.3], [0.4, 0.5, -0.2], [-0.4, 0.4, 0.3], [-0.3, -0.3, 0.1], [-0.1, 0.2, 0.0], [-0.1, 0.1, 0.0], [0.1, 0.3, 0.1]]}

=====

{"formula": "C20H26N3O3RuS", "method": "wB97M-V/def2-TZVPD", "lumo_ha": [-0.258, -0.259], "de_lowest_ev": 0.150, "s2": 0.76, "energy_ev": -45176.52161, "molar_mass_g_mol": 489.6, "spin_multiplicity": 2, "charge": 2, "homo_energy_ev": [-14.295, -14.532], "elements": ["Ru", "S", "O", "O", "O", "N", "N", "N", "C", "C", "C", "C", "C", "C", "C", "C", "C", "C", "C", "C", "C", "C", "C", "C", "C", "C", "C", "C", "H", "H", "H", "H", "H", "H", "H", "H", "H", "H", "H", "H", "H", "H", "H", "H", "H", "H", "H", "H", "H", "H", "H", "H", "H", "H"], "positions_angstrom": [[-0.68186, -0.77723, 1.32031], [1.31435, -0.75325, 2.29762], [-0.82664, 0.08764, -0.39810], [-2.00508, -1.78114, 2.70807], [-1.74954, 0.93168, 2.15833], [0.40341, 2.89606, -1.95316], [0.26073, -2.54932, 0.90567], [0.42270, 1.56544, -1.64925], [-1.22555, 2.52210, -0.50406], [-2.54672, -0.80145, 3.62463], [-2.92463, 0.43031, 2.83514], [1.21114, 0.47236, -3.67913], [2.20511, -4.47486, 0.85990], [1.28307, 0.62061, -2.30234], [2.92933, -1.20396, -3.54268], [1.40709, -2.37676, 1.57903], [2.04938, -0.44155, -4.29878], [-0.85182, 4.94784, -1.36792], [-2.96427, -2.69610, 2.12692], [-0.58613, 3.48744, -1.27066], [-0.97077, 1.84528, 2.96457], [2.97350, -1.05711, -2.16291], [-0.57007, 1.32328, -0.75954], [1.41796, 3.52625, -2.79388], [2.41560, -3.31454, 1.59532], [2.15139, -0.13531, -1.53273], [0.06857, -3.65147, 0.17619], [1.02754, -4.64566, 0.14193], [-2.43099, -3.61285, 1.89382], [0.49660, 1.04208, -4.25898], [-0.09261, 5.51625, -0.82753], [3.32574, -3.14204, 2.15183], [3.58762, -1.90849, -4.03238], [-3.35185, 1.21270, 3.46327], [2.35887, 2.99642, -2.67688], [-3.73898, -2.91059, 2.85955], [-0.85757, 5.28529, -2.40356], [1.54059, 4.55021, -2.45389], [3.66521, -1.64724, -1.57642], [-1.54337, 2.75990, 3.11383], [-2.08307, 2.66187, 0.12796], [-3.41413, -2.27465, 1.22605], [-0.86178, -3.72842, -0.37023], [1.11720, 3.51926, -3.83917], [-0.06309, 2.06342, 2.40902], [0.85270, -5.53802, -0.44087], [2.96677, -5.24300, 0.83736], [-1.82005, 5.17325, -0.92879], [-3.64133, 0.18567, 2.04980], [-0.71750, 1.39983, 3.92649], [2.00590, -0.56401, -5.37212], [-1.74959, -0.59225, 4.33684], [-3.39388, -1.21729, 4.16940], [2.20478, 0.01615, -0.46290]], "atomic_forces_ev_per_a": [[-1.7, -0.3, 0.7], [-0.1, -0.1, 0.1], [0.8, 0.0, -0.4], [0.4, 0.2, 0.2], [0.3, 0.0, 0.0], [0.0, 0.0, 0.0], [0.4, 0.2, -0.6], [0.0, 0.1, 0.0], [0.0, 0.1, 0.0], [0.0, 0.1, 0.0], [0.0, 0.0, 0.0], [-0.1, -0.1, 0.0], [0.0, 0.0, 0.0], [-0.1, 0.0, 0.0], [0.0, 0.0, 0.0], [0.2, 0.0, -0.1], [0.0, 0.0, 0.0], [0.0, 0.0, 0.0], [0.0, -0.1, 0.0], [0.0, 0.0, 0.0], [-0.1, 0.1, 0.0], [0.0, 0.0, 0.0], [-0.2, -0.2, -0.1], [0.0, 0.0, 0.0], [-0.1, 0.0, 0.0], [0.1, 0.0, 0.0], [-0.1, 0.0, 0.1], [0.0, 0.0, 0.0], [0.0, 0.0, 0.0], [0.0, 0.0, 0.0], [0.0, 0.0, 0.0], [0.0, 0.0, 0.0], [0.0, 0.0, 0.0], [0.0, 0.0, 0.0], [0.0, 0.0, 0.0], [0.0, 0.0, 0.0], [0.0, 0.0, 0.0], [0.0, 0.0, 0.0], [0.0, 0.0, 0.0], [0.0, 0.0, 0.0], [0.0, 0.0, 0.0], [0.0, 0.0, 0.0], [0.0, 0.0, 0.0], [0.0, 0.0, 0.0], [0.0, 0.0, 0.0], [0.0, 0.0, 0.0], [0.0, 0.0, 0.0], [0.0, 0.0, 0.0], [0.0, 0.0, 0.0], [0.0, 0.0, 0.0], [0.0, 0.0, 0.0], [0.0, 0.0, 0.0], [0.0, 0.0, -0.1], [0.0, 0.0, 0.0]]}

=====

{"formula": "C5H8O3", "method": "wB97M-V/def2-TZVPD", "lumo_ha": 0.017, "de_lowest_ev": 3.364, "energy_ev": -11454.15561, "molar_mass_g_mol": 116.1, "charge": 0, "homo_energy_ev": -8.233, "elements": ["O", "O", "O", "C", "C", "C", "C", "C", "H", "H", "H", "H", "H", "H", "H", "H"], "positions_angstrom": [[-0.96542, 0.91305, 1.28752], [1.91816, -0.30862, -0.53446], [-2.06102, 0.58102, -1.08614], [-0.13427, 0.00229, 0.67021], [0.40643, 1.31454, -1.27922], [0.04063, -1.26367, 1.46545], [-0.92111, 0.12763, -1.20587], [0.87412, 0.47985, -0.21355], [2.04363, -0.98996, 0.14225], [-0.94246, -1.60715, 1.79216], [-0.61704, -0.74834, -1.78880], [-0.10141, 2.22643, -0.99005], [0.63760, -1.09204, 2.36659], [-1.70405, 1.08808, 0.65614], [0.50285, -2.07054, 0.88869], [1.02338, 1.34744, -2.17091]], "atomic_forces_ev_per_a": [[-0.1, -0.2, -0.6], [-0.3, 0.2, 0.1], [0.5, -0.4, 0.5], [0.9, 0.4, 0.8], [-1.6, -0.6, -0.3], [0.1, 0.0, 0.0], [1.1, 2.1, -1.3], [-0.6, -1.6, 0.3], [0.0, 0.1, 0.0], [0.1, 0.0, -0.1], [0.1, -0.2, 0.6], [0.2, 0.1, -0.1], [0.0, 0.0, 0.0], [0.0, -0.1, 0.1], [-0.1, 0.0, 0.0], [0.0, 0.1, 0.1]]}